Below is a 2-piece molecular cluster, FH2PS3 overall at a distorted geometry, with properties calculated with ωB97M-V/def2-TZVPD.

Computed properties:
E_HOMO: -0.364 hartree
Kohn-Sham gap: 8.59 eV
Total energy: -1636.996265 a.u.
ΔE to the lowest compared entry with this formula, charge and spin: 29.92 kcal per mole
Largest force on an atom: 0.0427 Eh/bohr
SMILES string: FP=S.SS

Last columns: bonded neighbours and bond lengths (Å).
Element x y z (Å)
1 F 2.987 -0.375 0.993  P2 1.673
2 P 2.069 0.709 0.110  F1 1.673, S4 1.897
3 S -1.507 0.415 -0.689  S5 2.057, H6 1.355
4 S 3.231 1.151 -1.323  P2 1.897
5 S -1.715 -0.974 0.814  S3 2.057, H7 1.347
6 H -2.613 1.097 -0.304  S3 1.355
7 H -2.451 -2.023 0.400  S5 1.347

Below is a 2-piece molecular cluster, FH3N2O2S overall at a distorted geometry, with properties calculated with ωB97M-V/def2-TZVPD.

Computed properties:
E_HOMO: -0.388 hartree
Kohn-Sham gap: 9.80 eV
Total energy: -759.772864 a.u.
ΔE to the lowest compared entry with this formula, charge and spin: 15.68 kcal per mole
Largest force on an atom: 0.0640 Eh/bohr

Last columns: bonded neighbours and bond lengths (Å).
Element x y z (Å)
1 N 0.067 -0.524 -1.550  N2 1.194, H7 1.044
2 N -0.790 -0.228 -0.773  N1 1.194, S6 2.052, H9 1.055
3 O 0.841 1.560 -0.521  S6 1.417
4 O 0.083 0.821 1.639  S6 1.439
5 F 0.332 -1.665 1.225  H8 0.989
6 S -0.254 1.395 0.363  N2 2.052, O3 1.417, O4 1.439
7 H 0.734 0.267 -1.416  N1 1.044
8 H 0.557 -0.748 1.520  F5 0.989
9 H -1.571 -0.878 -0.487  N2 1.055

Below is a 2-piece molecular cluster, FH3N2O2S overall at a distorted geometry, with properties calculated with ωB97M-V/def2-TZVPD.

Computed properties:
E_HOMO: -0.329 hartree
Kohn-Sham gap: 9.10 eV
Total energy: -759.753074 a.u.
ΔE to the lowest compared entry with this formula, charge and spin: 28.10 kcal per mole
Largest force on an atom: 0.0869 Eh/bohr

Last columns: bonded neighbours and bond lengths (Å).
Element x y z (Å)
1 N -2.108 0.113 0.012  N2 1.219, H8 1.102
2 N -1.809 -1.009 -0.359  N1 1.219, H9 1.046
3 O 1.308 -0.207 -1.439  S6 1.387
4 O 2.092 1.034 0.426  S6 1.646, H7 0.933
5 F 2.116 -1.505 0.597  S6 1.768
6 S 2.403 -0.225 -0.588  O3 1.387, O4 1.646, F5 1.768
7 H 2.824 1.233 0.969  O4 0.933
8 H -1.558 0.970 -0.413  N1 1.102
9 H -1.105 -1.006 -1.132  N2 1.046

Below is a 2-piece molecular cluster, FH3N2OS overall at a distorted geometry, with properties calculated with ωB97M-V/def2-TZVPD.

Computed properties:
E_HOMO (spin up / spin down): -0.380 / -0.380 hartree
Kohn-Sham gap (spin up / spin down): 6.70 / 6.69 eV
Total energy: -684.402861 a.u.
ΔE to the lowest compared entry with this formula, charge and spin: 88.33 kcal per mole
Largest force on an atom: 0.0705 Eh/bohr

Last columns: bonded neighbours and bond lengths (Å).
Element x y z (Å)
1 N -0.593 0.304 1.402  S5 1.498, H6 0.972
2 N -0.510 -0.709 -0.769  S5 1.636, H7 1.049, H8 0.973
3 O -0.029 1.772 -0.701  S5 1.490
4 F 2.749 -0.447 -0.013  no bonds
5 S 0.117 0.526 0.101  N1 1.498, N2 1.636, O3 1.490
6 H -0.694 1.053 2.013  N1 0.972
7 H -0.661 -1.641 -0.310  N2 1.049
8 H -0.378 -0.859 -1.721  N2 0.973

Below is a 2-piece molecular cluster, FH3N2OS overall at a distorted geometry, with properties calculated with ωB97M-V/def2-TZVPD.

Computed properties:
E_HOMO: -0.326 hartree
Kohn-Sham gap: 9.19 eV
Total energy: -684.450791 a.u.
ΔE to the lowest compared entry with this formula, charge and spin: 58.25 kcal per mole
Largest force on an atom: 0.0756 Eh/bohr
SMILES string: [H]/N=N\F.OS

Last columns: bonded neighbours and bond lengths (Å).
Element x y z (Å)
1 N 1.097 0.272 0.662  N2 1.171, H6 1.119
2 N 1.231 -0.205 -0.399  N1 1.171, F4 1.445
3 O -2.240 0.686 0.113  S5 1.643, H7 0.950
4 F 2.507 -0.762 -0.784  N2 1.445
5 S -1.559 -0.781 -0.177  O3 1.643, H8 1.280
6 H 1.861 0.291 1.479  N1 1.119
7 H -1.547 1.174 0.542  O3 0.950
8 H -1.349 -0.676 -1.435  S5 1.280

Below is a 2-piece molecular cluster, FH3NOP overall at a distorted geometry, with properties calculated with ωB97M-V/def2-TZVPD.

Computed properties:
E_HOMO (spin up / spin down): -0.296 / -0.224 hartree
Kohn-Sham gap (spin up / spin down): 6.61 / 3.14 eV
Total energy: -572.872513 a.u.
ΔE to the lowest compared entry with this formula, charge and spin: 127.21 kcal per mole
Largest force on an atom: 0.0784 Eh/bohr

Last columns: bonded neighbours and bond lengths (Å).
Element x y z (Å)
1 N -0.914 -0.373 -0.222  H5 1.051, H6 0.960
2 O 2.122 1.135 0.568  P4 1.606, H7 1.035
3 F 2.754 -1.166 0.256  P4 1.595
4 P 2.148 0.034 -0.601  O2 1.606, F3 1.595
5 H -0.465 -1.322 -0.267  N1 1.051
6 H -1.222 -0.274 0.682  N1 0.960
7 H 1.555 1.975 0.357  O2 1.035

Below is a 2-piece molecular cluster, FH3OSi overall at a distorted geometry, with properties calculated with ωB97M-V/def2-TZVPD.

Computed properties:
E_HOMO (spin up / spin down): -0.328 / -0.327 hartree
Kohn-Sham gap (spin up / spin down): 7.04 / 7.00 eV
Total energy: -466.278248 a.u.
ΔE to the lowest compared entry with this formula, charge and spin: 133.17 kcal per mole
Largest force on an atom: 0.0770 Eh/bohr

Last columns: bonded neighbours and bond lengths (Å).
Element x y z (Å)
1 O 0.753 -1.889 -0.446  H4 0.957
2 F -1.593 1.525 -0.356  Si3 1.665
3 Si -0.384 0.673 0.410  F2 1.665, H5 1.469, H6 1.560
4 H 1.622 -1.550 -0.661  O1 0.957
5 H -1.266 -0.091 1.301  Si3 1.469
6 H 0.868 1.332 -0.247  Si3 1.560

Below is a single FH3P2S molecule at a distorted geometry, with properties calculated with ωB97M-V/def2-TZVPD.

Computed properties:
E_HOMO: -0.335 hartree
Kohn-Sham gap: 8.57 eV
Total energy: -1182.547776 a.u.
ΔE to the lowest compared entry with this formula, charge and spin: 10.81 kcal per mole
Largest force on an atom: 0.0629 Eh/bohr
SMILES string: F[P@@H](P)=S

Last columns: bonded neighbours and bond lengths (Å).
Element x y z (Å)
1 F -1.870 -1.934 -0.112  P3 1.630
2 P -0.002 0.007 -1.356  P3 2.205, H5 1.375, H6 1.461
3 P -1.509 -0.377 0.207  F1 1.630, P2 2.205, S4 1.982, H7 1.501
4 S -3.019 0.856 -0.151  P3 1.982
5 H 1.243 -0.421 -0.963  P2 1.375
6 H -0.180 1.399 -0.947  P2 1.461
7 H -1.535 -0.801 1.646  P3 1.501

Question: What is the ΔE to the lowest compared entry with this formula, charge and spin in the seventh record?
Answer: 133.17 kcal per mole

Question: What is the largest force on an atom in the eighth record?
Answer: 0.0629 Eh/bohr

Question: Among the records above, which one has the lowest total energy?
Answer: FH2PS3

Copy entry 7 word for word.
Below is a 2-piece molecular cluster, FH3OSi overall at a distorted geometry, with properties calculated with ωB97M-V/def2-TZVPD.

Computed properties:
E_HOMO (spin up / spin down): -0.328 / -0.327 hartree
Kohn-Sham gap (spin up / spin down): 7.04 / 7.00 eV
Total energy: -466.278248 a.u.
ΔE to the lowest compared entry with this formula, charge and spin: 133.17 kcal per mole
Largest force on an atom: 0.0770 Eh/bohr

Last columns: bonded neighbours and bond lengths (Å).
Element x y z (Å)
1 O 0.753 -1.889 -0.446  H4 0.957
2 F -1.593 1.525 -0.356  Si3 1.665
3 Si -0.384 0.673 0.410  F2 1.665, H5 1.469, H6 1.560
4 H 1.622 -1.550 -0.661  O1 0.957
5 H -1.266 -0.091 1.301  Si3 1.469
6 H 0.868 1.332 -0.247  Si3 1.560